Record 1
DFT (ωB97M-V with the def2-TZVPD basis set) results for a cluster of 12 separate species, C2H28O12 in total.

ORCA input file:
```
! RIJCOSX wB97M-V def2-TZVPD def2/J DEFGRID3
* xyz 0 1
C 0.976 0.460 0.805
O 0.904 -0.326 -0.353
H 1.721 1.251 0.726
H 0.038 0.873 1.177
H 1.410 -0.183 1.571
H 0.370 -1.112 -0.215
C -1.514 -2.295 -3.657
O -1.566 -1.350 -2.566
H -1.875 -2.032 -4.651
H -0.603 -2.819 -3.946
H -2.082 -3.192 -3.412
H -0.999 -1.686 -1.869
O 3.508 3.037 -0.013
H 4.363 2.781 0.332
H 2.905 2.905 0.719
O -0.053 -2.983 -0.915
H 0.537 -3.521 -1.442
H -0.653 -3.610 -0.511
O -1.988 -1.242 1.504
H -2.702 -1.781 1.164
H -2.082 -0.405 1.049
O 3.632 -0.552 -0.496
H 2.699 -0.459 -0.306
H 4.061 -0.461 0.354
O -0.028 -2.978 2.324
H -0.583 -2.199 2.363
H -0.447 -3.538 1.670
O -1.057 3.103 0.300
H -0.991 3.627 1.098
H -0.328 3.402 -0.244
O 1.966 3.195 2.362
H 1.904 2.551 3.068
H 1.072 3.517 2.252
O -2.716 1.473 3.216
H -2.286 1.348 2.370
H -3.513 0.945 3.160
O 1.008 0.167 -3.213
H 1.709 0.809 -3.102
H 0.914 -0.238 -2.351
O -2.586 0.933 0.197
H -2.086 1.748 0.160
H -2.959 0.840 -0.680
*
```

Results
* gap between HOMO and LUMO: 9.83 eV
* F_max: 1.9 eV Å⁻¹
* SMILES string: CO.CO.O.O.O.O.O.O.O.O.O.O



Record 2
DFT (ωB97M-V with the def2-TZVPD basis set) results for a cluster of 13 separate species, C2H28O14 in total.

ORCA input file:
```
! RIJCOSX wB97M-V def2-TZVPD def2/J DEFGRID3
* xyz -1 2
O -3.407 0.822 1.455
H -2.620 0.372 1.138
H -4.071 0.184 1.725
H -3.239 1.512 2.101
C 0.826 -0.511 -0.558
C -0.567 -0.193 0.129
O -1.589 -0.836 -0.097
O -0.512 0.763 0.939
H 1.738 -0.759 -0.015
H 0.939 0.370 -1.191
H 0.782 -1.320 -1.288
O -1.047 3.027 -0.823
H -0.987 2.372 -0.127
H -1.863 2.820 -1.278
O 0.213 0.971 4.154
H -0.576 1.163 4.660
H 0.067 1.396 3.309
O 2.227 2.536 -1.052
H 1.296 2.323 -0.989
H 2.522 2.091 -1.846
O 0.187 -3.103 0.709
H 0.295 -3.428 1.603
H -0.263 -2.264 0.811
O -1.567 -2.724 -2.788
H -1.325 -2.204 -2.022
H -1.113 -2.302 -3.518
O 1.779 2.482 2.036
H 1.289 2.957 2.707
H 1.139 1.884 1.649
O -3.274 -3.215 0.639
H -2.732 -3.077 1.415
H -3.173 -2.410 0.130
O 4.027 -1.830 1.104
H 4.810 -1.372 1.409
H 3.955 -1.592 0.179
O -3.560 -0.336 -2.719
H -2.898 -1.021 -2.623
H -4.374 -0.748 -2.430
O 3.819 1.176 0.661
H 3.178 1.774 0.278
H 3.330 0.694 1.327
O 2.118 0.669 -3.273
H 2.043 -0.252 -3.524
H 2.177 1.140 -4.105
*
```

Results
* gap between HOMO and LUMO (spin up / spin down): 3.53 / 9.34 eV
* F_max: 3.1 eV Å⁻¹



Record 3
DFT (ωB97M-V with the def2-TZVPD basis set) results for a structure of composition C2H2AsF6NiO5.

ORCA input file:
```
! RIJCOSX wB97M-V def2-TZVPD def2/J DEFGRID3
* xyz 0 2
Ni 0.022 -0.069 -0.085
O -0.481 1.306 3.855
C -0.174 0.635 2.969
O 0.146 -0.136 2.151
C -0.153 2.988 0.655
O -0.454 3.868 1.334
O 0.163 2.176 -0.124
O 2.075 -0.232 -0.298
H 2.556 -0.732 0.371
H 2.543 0.602 -0.418
F -1.817 -0.401 -0.408
As -3.608 -0.009 -0.011
F -2.986 0.451 1.548
F -3.241 1.581 -0.575
F -5.218 0.367 0.385
F -3.956 -0.501 -1.614
F -3.716 -1.634 0.529
*
```

Results
* gap between HOMO and LUMO (spin up / spin down): 8.54 / 7.67 eV
* F_max: 1.1 eV Å⁻¹



Record 4
DFT (ωB97M-V with the def2-TZVPD basis set) results for a structure of composition C2H2BiFLiO.

ORCA input file:
```
! RIJCOSX wB97M-V def2-TZVPD def2/J DEFGRID3
* xyz 2 2
H -0.864 -0.376 -1.844
C 0.608 1.145 0.299
C 0.308 0.836 -0.958
O -0.276 -0.442 -1.061
Li 1.388 1.623 -2.555
Bi -0.532 -1.618 0.640
F 0.243 0.224 1.339
H 1.227 1.938 0.703
*
```

Results
* gap between HOMO and LUMO (spin up / spin down): 7.43 / 7.99 eV
* F_max: 2.9 eV Å⁻¹